[1]
C2H2Cl6 | ωB97M-V/def2-TZVPD

Properties
- LUMO (hartree) = 0.020
- structure (SMILES) = ClC(Cl)Cl.ClC(Cl)Cl
- gap between HOMO and LUMO (eV) = 11.607
- charge = 0
- maximum force (eV Å⁻¹) = 0.40

Element x y z (Å)
C -1.203 -0.596 1.860
Cl -2.026 -1.267 0.459
Cl -1.057 -1.820 3.146
Cl -2.015 0.845 2.443
H -0.197 -0.330 1.569
C 1.326 0.590 -1.995
Cl 1.444 -0.624 -0.712
Cl 2.359 1.980 -1.660
Cl -0.339 1.092 -2.216
H 1.707 0.129 -2.895

Mulliken population analysis, charges in e, atoms 1 to 5: atom 1 (C): 0.26, atom 2 (Cl): -0.10, atom 3 (Cl): -0.13, atom 4 (Cl): -0.12, atom 5 (H): 0.09

***

[2]
C5H10O4 | ωB97M-V/def2-TZVPD

Properties
- LUMO (hartree) = 0.019
- structure (SMILES) = O=CCCCC(=O)O.O
- gap between HOMO and LUMO (eV) = 10.524
- charge = 0
- maximum force (eV Å⁻¹) = 5.42

Element x y z (Å)
O 3.393 -1.496 -0.866
C 2.577 -0.649 -0.582
O 2.880 0.364 0.157
C 1.201 -0.358 -1.154
C 0.147 -0.382 0.021
C -0.332 1.052 0.366
C -1.815 1.055 0.112
O -2.659 1.139 0.897
H 3.738 0.369 0.567
H 1.370 0.628 -1.625
H 0.816 -1.164 -1.903
H -0.575 -1.263 -0.158
H 0.869 -0.693 0.877
H 0.003 1.382 1.317
H 0.184 1.855 -0.257
H -2.008 1.224 -0.968
H -3.556 -0.447 0.660
H -3.066 -1.323 1.774
O -3.168 -1.291 0.765

Mulliken population analysis, charges in e, atoms 1 to 5: atom 1 (O): -0.60, atom 2 (C): 0.39, atom 3 (O): -0.37, atom 4 (C): -0.41, atom 5 (C): -0.48

***

[3]
C17H15BrIMnNO5S | ωB97M-V/def2-TZVPD

Properties
- LUMO (spin up / spin down) (hartree) = -0.370 / -0.336
- gap between HOMO and LUMO (spin up / spin down) (eV) = 3.992 / 4.919
- multiplicity = 2
- charge = +2
- maximum force (eV Å⁻¹) = 2.13

Element x y z (Å)
Mn 0.684 0.524 -0.465
O -0.163 3.876 -2.175
C 0.299 3.084 -1.436
O 0.339 1.722 -1.705
C 0.897 3.319 -0.079
C 1.259 4.498 0.545
C 1.889 4.402 1.786
C 2.183 3.160 2.352
C 1.790 2.035 1.655
N 1.135 2.159 0.511
C 2.093 0.588 1.914
O 2.614 0.098 2.846
O 1.641 -0.146 0.816
H 1.073 5.452 0.069
H 2.188 5.305 2.302
H 2.720 3.067 3.287
O -1.084 0.131 0.032
S -2.091 1.270 0.459
C -3.334 0.358 1.388
C -4.283 -0.222 0.344
C -4.522 0.908 -0.653
C -3.149 1.491 -1.003
H -3.824 1.102 2.020
H -2.803 -0.356 2.017
H -5.205 -0.557 0.817
H -3.823 -1.085 -0.140
H -5.148 1.680 -0.203
H -5.022 0.569 -1.558
H -3.148 2.547 -1.268
H -2.631 0.933 -1.785
Br 1.380 -4.392 -4.055
C 1.923 -4.372 -2.292
C 2.628 -5.467 -1.787
C 3.047 -5.479 -0.473
C 2.767 -4.399 0.355
C 2.068 -3.304 -0.128
C 1.652 -3.295 -1.445
I 0.588 -1.694 -2.253
H 2.832 -6.295 -2.451
H 3.592 -6.327 -0.084
H 3.091 -4.405 1.387
H 1.858 -2.483 0.538

Mulliken population analysis, charges in e, atoms 1 to 5: atom 1 (Mn): 0.10, atom 2 (O): -0.43, atom 3 (C): 0.24, atom 4 (O): -0.25, atom 5 (C): 0.85

***

[4]
C7H14O2 | ωB97M-V/def2-TZVPD

Properties
- LUMO (spin up / spin down) (hartree) = 0.017 / 0.017
- gap between HOMO and LUMO (spin up / spin down) (eV) = 6.861 / 6.864
- charge = 0
- maximum force (eV Å⁻¹) = 4.46

Element x y z (Å)
C 0.739 0.678 0.217
C -1.669 0.698 0.308
C 0.068 -0.492 -0.036
C -2.503 -0.234 1.152
C -2.188 0.978 -1.079
C 2.383 -0.980 0.069
C 3.235 -1.106 -0.948
O 0.969 1.565 -0.757
O 2.622 -1.486 1.322
H 1.516 2.288 -0.429
H 3.474 -1.958 1.352
H 0.939 0.983 1.240
H -1.444 1.621 0.845
H -0.109 -0.793 -1.057
H -0.044 -1.197 0.771
H -3.125 1.550 -1.052
H -2.662 -1.191 0.647
H -3.495 0.191 1.359
H -2.035 -0.435 2.118
H -2.398 0.050 -1.618
H -1.468 1.554 -1.664
H 4.203 -1.608 -0.847
H 2.992 -0.677 -1.911

Mulliken population analysis, charges in e, atoms 1 to 5: atom 1 (C): 0.09, atom 2 (C): 0.26, atom 3 (C): -0.50, atom 4 (C): -1.43, atom 5 (C): -1.31

***

Across the entries above, ΔE to the lowest compared entry with this formula, charge and spin takes the values 0.0442; 2.3317; 0.3719; 6.4250 eV, respectively.